11 unconnected molecules or ions with the total composition C4H30NO14 at a distorted geometry, computed with the ωB97M-V functional and the def2-TZVPD basis.

Properties
E	-1278.635570	a.u.
net charge	-1
HOMO level	-5.719	eV

Element x y z (Å)
O 1.7888 -1.2030 -0.1895
C 1.3484 -0.0385 -0.6033
O 1.5143 0.1460 -2.0111
C -0.1842 0.2520 -0.2721
C -0.9545 -0.9931 -0.7599
C -2.4773 -0.8319 -0.5537
O -2.9358 -1.4221 0.6556
N -0.3821 0.5331 1.1069
H 2.4269 0.3155 -2.2528
H -0.4417 1.1417 -0.9149
H -0.7764 -1.2569 -1.7643
H -0.7377 -1.8272 -0.0656
H -3.1142 -1.3536 -1.2928
H -2.8584 0.2056 -0.8373
H -2.3225 -1.2049 1.3808
H -0.4519 -0.2076 1.7839
H -1.3348 -2.4292 2.6070
H -1.8029 -1.7073 3.8894
O -1.5056 -1.5564 2.9894
H 0.0150 3.3813 2.2427
H 0.2911 1.1821 1.4662
O 0.0703 3.8678 1.4112
H 0.9859 -0.5202 3.2943
H 2.1663 0.2659 2.9970
O 1.5375 0.1560 3.7195
H 1.5776 -2.4681 -2.7637
H 1.7586 -2.5853 -1.3021
O 1.7945 -3.1441 -2.1124
H 0.7500 3.9442 -0.6189
H 1.3925 2.6501 -0.7509
O 1.2662 3.4668 -1.2850
H 0.5985 -3.4195 0.9373
H 0.4051 -3.9947 -0.4485
O 0.1139 -4.1343 0.4708
H -0.2297 3.0046 -2.0401
H -1.3803 2.9823 -3.0958
O -1.2322 2.9816 -2.1452
H 2.0221 -1.8176 1.4591
H 2.2625 -3.3010 2.0563
O 1.8526 -2.4483 2.1989
H -1.9807 2.0953 0.7060
H -2.0260 3.0110 -0.5293
O -2.2477 2.9824 0.4209
H -0.8436 3.7949 1.0474
H 2.9079 0.9522 0.3815
O 2.0404 1.0933 -0.0006
H -0.9270 0.1442 -3.4921
H 0.4814 -0.3231 -3.2135
O -0.2212 -0.3618 -3.9069

So, what does the natural (NBO) scheme give us? The charges, in e, come out as: -0.95, 0.77, -0.80, -0.11, -0.46, -0.07, -0.75, -0.90, 0.49, 0.19, 0.23, 0.23, 0.17, 0.15, 0.48, 0.38, 0.50, 0.49, -0.96, 0.47, 0.39, -1.01, 0.48, 0.46, -0.94, 0.47, 0.51, -1.00, 0.49, 0.51, -0.98, 0.48, 0.49, -0.99, 0.51, 0.48, -1.01, 0.52, 0.48, -1.02, 0.50, 0.51, -0.99, 0.50, 0.49, -0.83, 0.46, 0.49, -0.99



A molecular structure, C2Br3ClF2 at a distorted geometry, computed with the ωB97M-V functional and the def2-TZVPD basis.

Properties
E	-8458.079251	a.u.
net charge	0
HOMO level	-10.796	eV

Element x y z (Å)
C 0.4721 -0.0734 -0.2733
C -0.7765 -0.5173 0.3904
F 0.6805 1.7471 0.5328
F 0.3782 0.2860 -1.5163
Cl -0.5660 -0.6570 2.1315
Br 2.0765 -0.8467 0.1966
Br -2.2461 0.6422 -0.0765
Br -1.1148 -2.2977 -0.4092

So, what does the natural (NBO) scheme give us? The charges, in e, come out as: 0.53, -0.36, -0.56, -0.27, 0.11, 0.24, 0.19, 0.12



A molecular structure, C13H28N4O7Ru at a distorted geometry, computed with the ωB97M-V functional and the def2-TZVPD basis.

Properties
multiplicity	6
E	-1352.104360	a.u.
net charge	+1
HOMO level (alpha / beta)	-9.744 / -12.346	eV
expectation value of S²	8.80

Element x y z (Å)
O 3.5382 0.9619 -2.8848
H 3.8608 0.0522 -3.0479
Ru 0.1599 -0.3915 -0.6505
N 1.1656 1.2947 -0.5024
N 1.5697 -0.9639 0.5953
N -1.4706 0.2829 -1.5599
N -1.0807 -1.8802 -0.2973
O 0.6799 2.4366 -0.7234
O -1.6322 1.4676 -2.2207
O -0.7876 -2.9084 0.5351
O 1.5439 -1.9997 1.3664
C 2.6887 -0.1370 0.5952
C 2.4611 1.1331 0.0021
C -2.5423 -0.5310 -1.5003
C -2.3255 -1.7565 -0.7898
C 3.4140 2.2839 -0.0438
H 3.5447 2.5978 -1.0785
H 4.3891 1.9974 0.3481
H 3.0371 3.1200 0.5564
C 3.9656 -0.6196 1.2160
H 4.3393 -1.4984 0.6733
H 3.8217 -0.8915 2.2687
H 4.7346 0.1601 1.1678
C -3.8688 -0.0731 -1.9849
C -3.3891 -2.7439 -0.4553
H -3.7723 0.7393 -2.7092
H -4.5057 0.2914 -1.1536
H -4.4141 -0.9093 -2.4576
H -3.0955 -3.3882 0.3837
H -3.6058 -3.3949 -1.3232
H -4.3273 -2.2193 -0.1925
H -0.8817 2.0649 -1.9570
H 0.1310 -2.6772 0.9334
C 0.9133 -1.5159 -2.1428
H 1.5940 -0.7635 -2.5603
H 0.1864 -1.7823 -2.9138
H 1.5078 -2.3915 -1.8688
O 1.0658 2.4383 -3.8370
H 2.0381 2.3445 -3.8615
H 0.7531 1.5329 -3.9760
C -2.0933 0.5839 3.4932
C -0.6368 0.7403 3.8358
C -0.0545 1.2613 2.5280
O -0.7812 0.5115 1.4581
C -2.0075 -0.0125 2.1000
H -2.6409 -0.0714 4.1744
H -2.6011 1.5483 3.3959
H -0.1741 -0.2423 4.0188
H -0.4385 1.4110 4.6705
H -0.2482 2.3285 2.3590
H 1.0142 1.0485 2.4214
H -1.8891 -1.0998 2.1538
H -2.8531 0.2302 1.4424

So, what does the natural (NBO) scheme give us? The charges, in e, come out as: -0.43, 0.43, 1.22, -0.13, -0.10, -0.13, -0.12, -0.33, -0.51, -0.51, -0.43, 0.12, 0.15, 0.19, 0.22, -0.66, 0.26, 0.23, 0.25, -0.66, 0.24, 0.25, 0.24, -0.68, -0.69, 0.27, 0.25, 0.25, 0.27, 0.26, 0.25, 0.53, 0.51, -0.75, 0.21, 0.22, 0.24, -0.94, 0.49, 0.46, -0.43, -0.43, -0.06, -0.61, -0.06, 0.24, 0.22, 0.21, 0.24, 0.19, 0.20, 0.18, 0.19



2 unconnected molecules or ions with the total composition C4H9NO3 at a distorted geometry, computed with the ωB97M-V functional and the def2-TZVPD basis.

Properties
E	-438.281190	a.u.
net charge	0
HOMO level	-9.700	eV

Element x y z (Å)
C -1.8604 1.0378 -0.4816
C -2.1134 -0.4553 -0.2362
O -2.5932 -1.1956 -1.0893
O -1.5297 -0.9085 0.9486
H -1.8387 1.1578 -1.6460
H -2.6695 1.6217 -0.0106
H -0.8427 1.2908 0.1520
H -1.6418 -1.8055 0.9748
C 1.0644 0.0498 1.0797
C 1.7122 -0.5970 -0.1488
N 2.4449 0.1563 -0.9743
O 1.5137 -1.7763 -0.4387
H 0.0394 -0.2418 1.1200
H 1.1054 1.2082 1.1084
H 1.4787 -0.4089 2.0557
H 2.9987 -0.2509 -1.7230
H 2.7320 1.1175 -0.6908

So, what does the natural (NBO) scheme give us? The charges, in e, come out as: -0.74, 0.79, -0.57, -0.70, 0.26, 0.25, 0.24, 0.50, -0.75, 0.66, -0.81, -0.63, 0.28, 0.20, 0.25, 0.41, 0.39



A molecular structure, C31H28IrN6O5S at a distorted geometry, computed with the ωB97M-V functional and the def2-TZVPD basis.

Properties
multiplicity	6
E	-2405.057164	a.u.
net charge	0
HOMO level (alpha / beta)	-4.420 / -7.554	eV
expectation value of S²	8.79

Element x y z (Å)
Ir -0.2333 -0.0077 -0.2465
O -0.2225 -1.9288 -0.7596
C 0.8201 -2.7314 -0.4819
C 0.5783 -4.1117 -0.4103
C 1.5779 -5.0086 -0.0887
C 2.8764 -4.5561 0.1722
C 3.1505 -3.2147 0.0593
C 2.1522 -2.2728 -0.2812
C 2.5447 -0.9059 -0.4126
N 1.7147 0.0980 -0.6333
N 2.2532 1.3790 -0.7223
C 1.3922 2.2549 -0.3015
O 0.2521 1.9492 0.2894
C 1.6994 3.6971 -0.4673
C 2.9179 4.1204 -0.9964
C 3.1516 5.4691 -1.2036
C 2.1734 6.4062 -0.8885
C 0.9613 5.9888 -0.3607
C 0.7245 4.6381 -0.1479
H -0.4245 -4.4626 -0.6190
H 1.3521 -6.0667 -0.0409
H 3.6540 -5.2564 0.4472
H 4.1557 -2.8462 0.2293
H 3.5954 -0.6500 -0.3108
H 3.6632 3.3781 -1.2464
H 4.0969 5.7934 -1.6200
H 2.3576 7.4595 -1.0590
H 0.1951 6.7154 -0.1211
H -0.2214 4.2956 0.2491
C -0.7469 -0.7817 4.5853
C -0.0934 -1.3835 3.3401
C 1.2075 -2.1018 3.6982
O 0.1647 -0.3823 2.3748
C -1.0240 -2.4445 2.7479
O -1.1398 -3.5441 3.1216
O -1.8039 -2.0527 1.4997
H -0.0478 -0.0721 5.0310
H -0.9639 -1.5621 5.3151
H -1.6710 -0.2683 4.3324
H 1.8677 -1.3985 4.2053
H 1.6953 -2.4682 2.7931
H 1.0097 -2.9468 4.3557
H 0.6408 0.3478 2.7915
S -1.5664 1.4002 -1.9276
C -2.7312 1.7544 -0.7336
N -3.5166 2.8412 -1.0194
N -4.1999 3.4346 -0.0484
C -3.8957 3.7346 1.2986
C -4.9383 4.2701 2.0561
C -4.7257 4.6722 3.3623
C -3.4661 4.5523 3.9334
C -2.4279 4.0244 3.1787
C -2.6246 3.6181 1.8679
N -2.9798 1.0170 0.3485
N -2.1545 -0.0005 0.5293
C -2.5607 -0.8249 1.5202
C -3.5478 -0.7003 2.4527
C -4.1599 -1.7489 3.1569
C -4.2088 -3.0757 2.7502
C -3.6209 -3.6146 1.5900
C -2.5765 -3.1189 0.8938
H -5.0216 3.9005 -0.4026
H -5.9236 4.3618 1.6125
H -5.5478 5.0816 3.9345
H -3.2928 4.8843 4.9483
H -1.4391 3.9343 3.6117
H -1.7932 3.2399 1.2966
H -3.9011 0.3147 2.6011
H -4.7734 -1.4689 4.0032
H -4.8581 -3.7351 3.3114
H -4.0552 -4.5159 1.1723
H -2.1794 -3.3964 -0.0647

So, what does the natural (NBO) scheme give us? The charges, in e, come out as: 1.30, -0.70, 0.43, -0.29, -0.16, -0.26, -0.15, -0.24, 0.13, -0.31, -0.40, 0.56, -0.74, -0.05, -0.19, -0.22, -0.19, -0.22, -0.18, 0.23, 0.22, 0.22, 0.21, 0.21, 0.23, 0.21, 0.21, 0.22, 0.23, -0.62, 0.14, -0.62, -0.73, 0.86, -0.45, -0.42, 0.21, 0.23, 0.25, 0.21, 0.23, 0.24, 0.50, -0.03, 0.17, -0.24, -0.29, 0.13, -0.23, -0.20, -0.25, -0.13, -0.26, -0.36, -0.33, 0.30, -0.22, -0.39, -0.23, -0.29, -0.04, 0.39, 0.21, 0.22, 0.21, 0.20, 0.24, 0.24, 0.21, 0.21, 0.23, 0.22



A gas-phase ion, C5H11N2 (charge +1) at a distorted geometry, computed with the ωB97M-V functional and the def2-TZVPD basis.

Properties
E	-306.231932	a.u.
net charge	+1
HOMO level (alpha / beta)	-12.579 / -12.580	eV

Element x y z (Å)
C 1.5635 0.1994 -0.8430
C 0.8403 1.4783 -1.2333
C -0.5469 1.1591 0.2574
C -0.2016 -0.2859 0.7215
C -1.4152 -1.0896 1.1834
N -0.5430 1.2095 -1.2059
N 0.4331 -0.8143 -0.4833
H 2.1997 -0.2322 -1.6177
H 2.2860 0.4642 -0.0300
H 1.4209 2.5072 -1.2639
H -0.6670 2.0484 0.8535
H 0.6211 -0.1566 1.4538
H -1.8198 -0.6615 2.1687
H -1.3743 -2.1358 1.5321
H -2.2448 -1.0588 0.3994
H -1.2028 1.6734 -1.7893
H -0.1585 -0.3950 -1.2688
H 0.8238 -1.7105 -0.4152

So, what does the natural (NBO) scheme give us? The charges, in e, come out as: -0.29, 0.00, -0.03, -0.11, -0.67, -0.69, -0.54, 0.24, 0.24, 0.27, 0.25, 0.23, 0.26, 0.26, 0.24, 0.43, 0.47, 0.45